No. 1
Molecular formula: C14H26N6O2
Method: DFT, the ωB97M-V functional and the def2-TZVPD basis

```
48
Properties=species:S:1:pos:R:3:forces:R:3:mulliken_charge:R:1
O 8.1927 12.2463 6.6743 -0.44 1.15 0.46 -0.58
O 4.3404 7.1214 6.7742 -1.20 -0.46 -0.46 -0.60
N 9.4366 9.0945 10.0156 -1.72 0.88 4.19 -0.38
N 10.0220 10.9963 6.5694 1.44 -2.62 -1.73 0.34
N 9.1165 6.6817 5.1223 1.62 -0.06 0.34 -0.43
N 6.0895 8.4091 7.2850 -0.25 1.01 -0.72 0.16
N 10.3973 13.9251 4.4060 0.56 -0.25 -0.30 -0.46
N 10.2969 14.5687 8.9832 -1.75 -1.32 -1.43 -0.26
C 9.0081 9.2890 11.1076 1.47 -0.87 -3.07 0.46
C 4.9252 8.1679 6.6442 1.09 -0.32 0.66 0.18
C 9.6033 14.5464 4.9436 -1.61 0.55 0.84 0.42
C 10.2475 6.6376 5.3809 -0.74 0.11 0.24 0.42
C 11.6981 6.6120 5.7222 -0.71 -0.45 -0.64 -0.70
C 11.0552 15.1099 9.6186 1.88 2.08 1.83 0.29
C 8.5317 15.3145 5.6431 0.69 0.03 -0.04 -0.68
C 9.7616 10.4627 5.1933 0.15 0.76 0.95 -1.02
C 6.7922 9.6923 6.9797 1.14 -1.43 0.91 -0.80
C 11.1568 10.3261 7.2149 0.09 0.73 0.77 -0.90
C 12.0661 15.8499 10.3976 0.43 -0.79 -0.01 -0.83
C 6.6854 7.3945 8.1681 0.04 0.10 0.23 -0.80
C 9.2361 11.8854 7.1765 0.41 -1.34 -0.12 0.26
C 8.5480 9.4456 12.5146 0.37 0.60 -0.19 -0.89
H 7.5376 14.8732 5.5719 0.30 -0.24 -0.31 0.23
H 6.0184 6.5820 8.4564 -0.74 0.56 -0.34 0.34
H 8.2348 10.4685 12.7233 -0.43 0.03 -0.50 0.27
H 6.9074 10.2322 7.9195 0.35 0.10 -0.16 0.27
H 7.7497 8.7550 12.7868 0.15 0.01 -0.21 0.29
H 11.2054 10.6334 8.2596 -0.01 0.13 0.02 0.33
H 12.2278 6.6849 4.7724 0.20 0.37 0.14 0.27
H 7.0062 7.8528 9.1037 0.23 0.19 -0.14 0.18
H 6.4650 10.4089 6.2263 -1.20 -0.58 0.08 0.33
H 11.9867 5.6422 6.1277 -0.26 0.04 0.18 0.33
H 12.1699 15.4283 11.3973 -0.29 -0.02 0.01 0.27
H 11.1480 9.2372 7.2648 -0.90 -0.08 -0.27 0.08
H 8.5158 16.3323 5.2532 -0.05 -0.06 -0.10 0.34
H 9.3771 9.3690 13.2180 0.20 -0.62 -0.25 0.29
H 11.9289 16.9267 10.4971 -0.34 -0.20 -0.34 0.28
H 9.7044 12.0776 8.1542 -0.77 0.85 0.22 0.17
H 4.6431 9.0273 6.0164 -0.39 -0.16 -0.10 0.31
H 11.9698 7.3987 6.4261 -0.09 -0.03 -0.25 0.21
H 7.5073 6.8185 7.7432 0.39 0.58 -0.42 0.26
H 8.7625 15.3801 6.7064 0.16 -0.15 -0.03 0.16
H 9.0851 11.1330 4.6631 0.32 0.06 0.02 0.26
H 13.0211 15.6387 9.9165 0.08 0.29 -0.07 0.26
H 12.1287 10.5443 6.7722 -0.08 0.48 -0.37 0.38
H 10.7503 10.3968 4.7392 -0.18 0.15 -0.40 0.44
H 9.3206 9.4660 5.1830 0.01 -0.05 0.35 0.15
H 7.7441 9.3815 6.5492 0.39 0.25 0.55 0.10
```
Forces are in eV/Å.

Properties
HOMO energy = -8.43 eV
LUMO = 0.31 eV
HOMO-LUMO gap = 8.747 eV
ΔE to the lowest compared entry with this formula, charge and spin = 5.3 kcal/mol
Molar mass = 310.40 g/mol

No. 2
Molecular formula: C14H26N8S2
Method: DFT, the ωB97M-V functional and the def2-TZVPD basis

```
50
Properties=species:S:1:pos:R:3:forces:R:3:mulliken_charge:R:1
S -1.0216 -3.7137 1.1241 -0.05 -0.27 0.14 -0.19
S -3.2031 -2.4505 -1.2863 -0.16 -0.34 -0.17 -0.26
N -2.9527 0.2652 -1.0544 -0.61 -0.18 0.55 0.47
N 1.8697 -3.4277 -0.1135 0.09 -0.36 0.01 -1.21
N -4.3832 -0.6167 0.3508 0.03 -1.02 -0.37 -0.34
N -2.0266 0.4520 -2.0708 0.35 0.18 -0.40 -1.10
N -4.3112 0.7009 0.5952 0.00 1.21 0.44 -0.87
N 0.1722 -0.3523 -0.3137 0.92 0.61 -0.40 -0.86
N -0.7708 -1.1059 0.2953 -0.48 -0.78 0.70 -0.02
N 0.9966 -2.3501 -0.0573 -0.45 0.29 0.13 0.49
C -1.7321 2.7940 0.5677 -0.11 0.41 -0.25 0.04
C -1.1327 4.1911 0.4427 0.12 -0.25 0.20 -0.45
C -3.5568 -0.8752 -0.6275 0.07 -0.16 -0.12 0.53
C 2.4971 -0.6588 -1.1535 0.18 -0.10 0.27 -1.01
C -3.4632 1.2355 -0.2396 -0.02 0.05 -0.42 0.88
C 3.6258 -0.5789 -0.1190 0.13 0.14 -0.40 -0.52
C 1.2277 -1.0836 -0.5255 0.09 -0.05 -0.22 0.73
C -3.6331 -3.4115 0.1999 -0.02 0.32 -0.20 -0.65
C -2.7219 -3.1164 1.3729 0.27 -0.02 -0.05 -0.62
C 6.0641 -0.0633 0.2655 -0.08 0.04 -0.24 -1.30
C 0.1201 4.3387 1.2972 -0.17 0.11 -0.16 -1.25
C 4.9346 -0.1203 -0.7553 -0.03 -0.09 0.33 -0.33
C -0.2796 -2.3012 0.4407 -0.06 0.07 0.07 0.40
C -2.9950 2.6377 -0.2901 0.17 -0.10 0.21 -1.02
H 1.4409 -4.1928 -0.6328 0.02 0.22 0.05 0.26
H -3.0843 -3.6334 2.2619 0.05 0.07 0.03 0.45
H 2.0701 -3.7635 0.8275 -0.06 0.17 -0.14 0.25
H -4.6555 -3.1376 0.4598 0.01 -0.13 0.03 0.36
H -1.0959 0.5529 -1.6508 -0.27 -0.28 -0.01 0.32
H -0.9906 2.0515 0.2645 0.04 -0.07 0.06 -0.09
H -2.0226 -0.3790 -2.6587 -0.04 0.21 0.13 0.28
H -3.5813 -4.4583 -0.0998 -0.06 0.04 -0.01 0.44
H 0.8710 3.6111 0.9970 0.12 -0.07 0.01 0.27
H 3.7680 -1.5637 0.3302 0.00 0.01 0.08 0.28
H -0.8836 4.3850 -0.6032 -0.07 0.06 -0.06 0.34
H -0.1140 4.1740 2.3466 0.03 -0.02 0.13 0.33
H 4.7947 0.8679 -1.1986 -0.02 0.00 -0.10 0.30
H 2.3403 0.3169 -1.6141 -0.04 -0.05 -0.04 0.41
H 6.2350 -1.0453 0.7012 0.06 -0.09 0.08 0.33
H 5.8192 0.6292 1.0677 0.02 0.06 0.12 0.33
H -2.7711 2.8929 -1.3281 -0.05 0.09 -0.01 0.37
H -2.6594 -2.0461 1.5657 -0.13 -0.07 0.11 0.31
H -3.7835 3.2903 0.0842 -0.03 0.00 -0.07 0.45
H -1.9912 2.5957 1.6094 0.03 -0.09 0.04 0.32
H 6.9867 0.2685 -0.2042 0.14 0.02 0.04 0.39
H 0.5431 5.3352 1.1917 0.11 0.07 0.05 0.40
H 3.3393 0.1185 0.6712 -0.03 -0.02 0.07 0.36
H -1.8734 4.9327 0.7504 -0.05 0.06 -0.07 0.32
H 5.2053 -0.8098 -1.5581 -0.02 0.03 -0.10 0.32
H 2.7686 -1.3817 -1.9261 0.04 0.07 -0.08 0.34
```
Forces are in eV/Å.

Properties
HOMO energy = -8.06 eV
LUMO = 0.23 eV
HOMO-LUMO gap = 8.289 eV
ΔE to the lowest compared entry with this formula, charge and spin = 1.6 kcal/mol
Molar mass = 370.55 g/mol

No. 3
Molecular formula: C14H26NO3PSTc
Method: DFT, the ωB97M-V functional and the def2-TZVPD basis

```
47
Properties=species:S:1:pos:R:3:forces:R:3:mulliken_charge:R:1
Tc 0.0838 -0.1279 0.0274 -2.43 1.15 -1.72 -1.19
S -1.2896 2.5014 -0.8489 -1.09 1.23 -0.04 1.19
P 1.5347 -0.7877 1.5945 2.62 -1.05 0.72 0.97
O -2.2518 2.8784 -1.8537 1.05 -0.46 0.77 -0.57
O 0.1333 2.6944 -1.0979 -0.56 -0.76 0.19 -0.63
O -1.5296 0.9776 -0.5179 0.99 -0.15 0.33 -0.65
N -1.1377 -1.7168 -1.0332 0.19 -0.03 -0.03 0.11
C 2.3778 -1.7143 -3.3143 2.12 -0.80 -0.88 -0.64
C 3.9468 -1.4665 -1.5024 1.13 -0.64 -1.19 -0.47
C -2.5096 -1.7469 -0.4668 -0.40 0.10 0.08 -0.95
C 1.7247 -0.0804 3.2384 -0.45 0.36 -0.19 -1.07
C 2.9197 -0.9796 -0.6946 -1.98 1.06 1.15 0.74
C -1.2532 -1.4386 -2.4911 -0.70 -0.22 0.42 -0.63
C -0.5734 -3.0781 -0.8501 -0.13 -0.07 0.00 -1.27
C 1.5712 -2.5740 1.9141 -0.53 -0.12 -0.08 -1.44
C 1.6122 -0.8470 -1.1943 0.57 -0.32 1.43 1.37
C 3.1698 -0.5969 0.7326 -0.27 -0.08 0.30 -1.26
C 0.0210 -0.9274 -3.1731 0.09 -0.41 -0.52 -1.02
C 3.6651 -1.8687 -2.8080 0.06 -0.11 -0.39 -1.01
C 1.3453 -1.1888 -2.5322 -1.62 1.18 1.12 0.92
C -1.7487 3.2401 0.7236 0.01 -0.05 -0.04 -0.90
H 4.4583 -2.2897 -3.4223 -0.22 0.12 0.06 0.44
H 2.3932 -2.7979 2.6005 -0.14 0.00 -0.07 0.49
H -3.0374 -2.6253 -0.8602 0.02 0.17 0.13 0.40
H 0.4274 -3.1496 -1.2820 -0.14 -0.06 0.07 0.44
H -2.6988 2.7992 1.0354 0.09 0.08 -0.22 0.32
H -0.9900 3.0242 1.4790 0.03 0.01 -0.23 0.26
H 3.9092 -1.2370 1.2329 0.04 0.21 -0.23 0.61
H 0.8024 -0.2945 3.7927 0.25 0.09 0.09 0.41
H -0.5313 -3.3116 0.2177 -0.02 -0.02 -0.23 0.30
H 1.8411 1.0052 3.1461 0.01 -0.20 0.17 0.43
H -2.4467 -1.8094 0.6252 -0.14 -0.08 -0.26 0.29
H 0.6140 -2.8494 2.3760 0.29 -0.17 0.00 0.40
H -1.8677 4.3226 0.6211 0.12 -0.23 -0.22 0.40
H -0.1101 0.1555 -3.3219 0.34 0.03 0.12 0.41
H 0.0325 -1.3745 -4.1721 0.03 0.27 0.04 0.47
H 0.8351 1.0308 0.9777 -0.44 0.11 -0.12 0.11
H -1.2377 -3.7943 -1.3542 0.25 0.02 0.18 0.46
H 2.5894 -0.5247 3.7455 -0.23 0.05 -0.14 0.45
H -2.0598 -0.7053 -2.6258 0.37 -0.18 0.00 0.41
H 3.4856 0.4510 0.8556 0.04 -0.17 -0.29 0.53
H -3.0486 -0.8406 -0.7583 0.17 -0.21 0.21 0.40
H 1.6935 -3.1404 0.9828 0.00 0.11 0.25 0.34
H -0.5593 -0.7868 1.3988 0.37 0.08 -0.41 0.14
H 2.1432 -1.9973 -4.3390 0.22 0.01 0.13 0.51
H 4.9439 -1.5239 -1.0654 -0.09 -0.13 -0.37 0.55
H -1.5846 -2.3807 -2.9531 0.12 0.27 -0.07 0.44
```
Forces are in eV/Å.

Properties
Charge = +2
2S+1 = 4
HOMO energy (spin up / spin down) = -16.09 / -16.03 eV
LUMO (spin up / spin down) = -8.40 / -11.33 eV
HOMO-LUMO gap (spin up / spin down) = 7.694 / 4.698 eV
Molar mass = 417.41 g/mol
⟨S²⟩ = 3.79

No. 4
Molecular formula: C14H27B2F9O8Zr
Method: DFT, the ωB97M-V functional and the def2-TZVPD basis

```
61
Properties=species:S:1:pos:R:3:forces:R:3:mulliken_charge:R:1
Zr 0.1121 0.2576 -0.5914 0.80 -3.99 5.23 0.12
F 4.7889 3.7318 -0.8092 -0.02 -0.02 -1.02 -0.24
F 2.7163 3.6145 -1.6859 1.57 0.41 2.02 -0.21
F 2.1509 2.5462 3.2290 0.83 1.38 0.36 -0.24
F 0.3369 3.0152 4.4807 1.29 0.60 -2.13 -0.29
F 0.4729 3.5646 2.1949 0.99 0.29 1.75 -0.23
F -2.7232 1.2409 -4.6752 -1.41 -0.04 0.10 -0.24
F -4.9211 0.7927 -4.3130 0.92 0.41 -0.38 -0.25
F -3.7880 2.0719 -2.9683 -0.05 -0.52 -0.38 -0.25
F 3.1993 4.2288 0.4844 -0.70 -0.47 -1.24 -0.24
O 4.5790 1.4242 0.2146 -2.04 0.74 -0.70 -0.32
O -1.2617 -1.3103 0.1784 2.49 0.97 -0.67 -0.73
O -2.1255 -0.1973 -2.3994 -5.20 -0.62 -2.56 -0.29
O 0.3242 0.8522 1.6185 0.31 -0.87 -2.72 -0.52
O -0.3607 0.5845 3.8066 0.38 1.50 0.69 -0.39
O 2.3025 1.3228 -0.4005 4.47 2.88 1.46 -0.22
O 1.5735 -1.3208 -0.0045 -1.91 -1.17 -0.45 -0.59
O -4.2265 -1.2542 -2.8772 1.75 3.13 -0.70 -0.27
C 6.0998 -0.1476 1.1722 0.61 1.01 0.01 -1.36
C 4.7767 -0.0396 0.4984 -1.62 0.33 0.13 0.11
C -1.2295 -0.4649 3.5191 1.16 -1.59 -0.66 0.25
C -3.7050 0.9973 -3.7702 0.41 -0.08 0.27 0.79
C -3.2464 -0.2299 -2.9728 2.54 -2.05 3.51 0.18
C -5.1258 -3.4428 -2.3413 0.61 1.58 0.41 -1.34
C 0.9671 -2.5232 0.6090 -0.04 3.34 1.40 -0.71
C 0.1889 1.3155 2.7811 -0.36 2.24 1.53 -0.42
C -2.0831 -0.6793 4.7288 -0.37 0.79 -0.70 -1.41
C -3.9537 -2.3846 -2.0663 -0.61 -2.37 -0.57 0.04
C -0.5720 -2.5434 0.4430 -0.55 -0.03 -0.93 -0.51
C 3.5241 3.4240 -0.5701 -0.87 1.05 0.38 0.76
C 3.3606 1.9814 -0.1667 -1.32 -6.03 -0.82 0.26
C 0.8227 2.6775 3.2035 -3.50 -4.04 -0.74 0.82
B -0.8056 2.2585 -0.9253 -0.93 1.97 -0.55 0.74
B 0.8604 -0.1826 -2.7771 0.78 -0.43 -1.76 1.23
H -1.2071 3.2264 -1.1827 -1.48 3.21 -0.58 -0.17
H 1.1318 0.6489 -2.1453 0.77 3.61 1.52 -0.04
H 1.4498 -3.5000 0.5766 0.15 -0.23 -1.63 0.43
H 3.9451 -0.3370 1.1373 -0.02 -0.01 0.01 0.12
H -1.3738 1.6347 -0.2528 -2.56 -2.09 3.05 0.07
H 0.5793 0.0758 -3.7862 -1.26 1.45 -3.37 -0.26
H 0.1221 -0.8573 -2.3723 -2.75 -2.53 1.95 -0.06
H -1.0270 -3.0051 1.3193 0.04 -0.07 0.40 0.39
H 6.8786 0.2813 0.5417 0.09 -0.19 -0.25 0.31
H -0.7577 1.6620 -1.8232 0.09 -2.11 -3.76 0.15
H -6.0958 -2.9821 -2.1545 -0.01 0.10 0.10 0.34
H 6.3886 -1.1684 1.4226 -0.29 0.08 0.10 0.40
H -0.5360 -1.2968 3.3971 -0.30 -0.74 -0.28 0.08
H -5.0545 -4.3125 -1.6881 0.29 0.07 -0.05 0.38
H -2.6510 0.2497 4.7807 -0.13 0.06 0.73 0.32
H -1.4052 -0.8085 5.5725 -0.52 -0.15 0.24 0.30
H -3.8193 -2.1408 -1.0124 -0.06 0.21 -0.13 0.23
H -3.0566 -2.8720 -2.4478 0.32 0.24 0.30 0.25
H 4.6902 -0.6670 -0.3888 -0.06 0.57 -0.36 0.31
H -0.8157 -3.2180 -0.3777 -0.04 -0.27 -0.41 0.33
H -2.8127 -1.4685 4.5472 0.27 -0.30 0.34 0.38
H 6.0842 0.5185 2.0348 0.06 -0.40 0.38 0.33
H 1.1578 -2.3760 1.6720 -0.24 0.45 0.64 0.21
H 0.2189 2.3253 -0.5936 3.72 0.46 1.59 -0.18
H -5.1317 -3.7491 -3.3874 0.24 -0.04 0.06 0.32
H 1.8394 -0.6350 -2.8114 3.37 -2.22 -0.13 -0.22
H -1.7710 -0.4100 2.5747 -0.08 0.55 -0.03 0.21
```
Forces are in eV/Å.

Properties
Charge = -1
2S+1 = 2
HOMO energy (spin up / spin down) = -1.70 / -5.27 eV
LUMO (spin up / spin down) = 2.57 / 2.61 eV
HOMO-LUMO gap (spin up / spin down) = 4.270 / 7.877 eV
Molar mass = 607.19 g/mol
⟨S²⟩ = 0.75

Question: Number 3 is which compound?
Answer: C14H26NO3PSTc

Question: The lowest molar mass belongs to which entry?
Answer: C14H26N6O2

Question: The highest molar mass belongs to which entry?
Answer: C14H27B2F9O8Zr

Question: Look up the molar mass of the fourth one.
Answer: 607.19 g/mol